(1)
Density functional theory data (ωB97M-V/def2-TZVPD) for one molecule with the formula C23H25N3O4S.

Values from the calculation:
Relative energy (zero: lowest compared OMol25 entry of this formula, charge and spin)   10.1 kcal/mol
HOMO energy   -8.83 eV
Maximum force   0.9 eV/A
Lowest unoccupied orbital energy   -0.154 eV

The geometry in XYZ format:
```
56
Properties=species:S:1:pos:R:3:forces:R:3
S -3.5343 1.2081 -1.6078 -0.06 0.36 -0.04
O -3.2371 -0.0884 -2.1299 0.07 -0.03 0.32
O 1.6408 0.0228 -0.8577 -0.14 -0.10 -0.11
O 4.8915 1.9064 1.0645 0.23 0.23 0.20
O -4.0185 2.2302 -2.4917 -0.05 0.17 0.26
N 1.1842 3.5729 1.0789 0.11 0.29 0.20
N -4.6717 1.1156 -0.3596 0.48 0.41 -0.63
N 4.2339 0.1088 -0.1489 -0.12 -0.23 -0.18
C -7.1459 -1.5498 0.2549 -0.03 0.01 0.03
C -5.2168 -0.1246 0.0335 -0.14 -0.81 0.22
C -2.0952 1.8801 -0.7788 -0.25 -0.39 -0.39
C -6.3481 -2.5306 0.8151 -0.05 -0.06 0.00
C 1.5333 1.0989 -0.2763 0.02 0.23 0.16
C 2.3894 2.9709 1.0365 0.19 -0.24 -0.08
C 5.4723 -2.2271 -1.9480 0.23 -0.02 0.00
C -6.5769 -0.3542 -0.1402 0.10 0.14 -0.03
C -2.9437 -0.8238 0.8328 0.07 -0.18 0.20
C -2.2398 3.0905 -0.1097 0.21 0.23 0.16
C 0.0925 3.0214 0.4659 -0.34 -0.50 -0.38
C -1.1537 3.6608 0.5115 -0.15 -0.05 -0.07
C -4.4057 -1.0991 0.6223 -0.01 0.12 0.00
C -2.2901 -1.6186 1.9588 -0.08 0.17 -0.17
C -0.8804 1.2470 -0.8479 -0.13 -0.03 -0.05
C 0.2373 1.8016 -0.2172 -0.17 0.28 0.09
C 5.8160 -2.9533 -0.6508 -0.09 -0.06 -0.02
C 5.9349 -0.8016 -1.6632 -0.07 -0.02 -0.03
C 4.0286 1.2748 0.4735 -0.27 0.02 -0.07
C -4.9958 -2.2996 0.9946 -0.03 0.03 -0.04
C 5.4403 -1.9515 0.4459 0.11 -0.09 0.04
C 2.6172 1.7882 0.4060 0.03 0.05 0.03
C 5.5163 -0.5515 -0.2044 0.29 0.26 0.14
H -0.7740 0.3171 -1.3847 0.07 -0.12 -0.02
H -2.2211 -2.6738 1.7096 0.03 -0.13 0.04
H -8.2036 -1.7150 0.1158 -0.08 0.00 -0.01
H -1.2484 4.6012 1.0343 -0.05 0.10 0.05
H 5.2845 -3.8976 -0.5444 0.06 -0.08 0.02
H 4.3944 -2.2460 -2.1150 -0.10 -0.03 -0.06
H 1.0753 4.4532 1.5634 0.08 -0.18 -0.08
H -2.8321 0.2449 1.0368 0.04 -0.09 -0.01
H 6.0989 -2.0286 1.3091 -0.05 0.00 0.09
H 3.4426 -0.3307 -0.6123 -0.07 0.21 0.13
H 6.8872 -3.1589 -0.6205 0.04 -0.06 -0.02
H -3.2064 3.5666 -0.0959 -0.08 0.17 0.09
H -5.3920 1.7945 -0.5659 0.01 0.13 -0.09
H 7.0201 -0.7394 -1.7489 0.06 -0.01 -0.02
H 4.4196 -2.1281 0.7873 0.01 0.01 0.06
H -2.4214 -1.0329 -0.1035 0.06 0.09 0.06
H 5.9646 -2.6622 -2.8162 -0.08 -0.03 -0.08
H -1.2801 -1.2493 2.1233 0.09 -0.03 0.04
H 5.4930 -0.0670 -2.3347 0.08 0.09 0.00
H -4.3891 -3.0720 1.4393 0.09 -0.07 0.07
H 6.2172 0.1074 0.3138 -0.10 -0.14 -0.10
H -7.1882 0.4169 -0.5888 -0.07 0.06 -0.08
H -6.7777 -3.4743 1.1159 -0.03 -0.08 0.03
H -2.8525 -1.5123 2.8840 -0.02 -0.04 0.12
H 3.2143 3.4610 1.5358 0.01 0.03 0.02
```
Positions in Å, forces in eV/Å.

(2)
Density functional theory data (ωB97M-V/def2-TZVPD) for C43H70CsGeN3O6PS4Si as an isolated structure in a non-equilibrium geometry.

Values from the calculation:
Relative energy (zero: lowest compared OMol25 entry of this formula, charge and spin)   5.2 kcal/mol
Total charge   -2
Spin multiplicity   2
HOMO energy (spin up / spin down)   -2.22 / -2.61 eV
Maximum force   1.1 eV/A
Lowest unoccupied orbital energy (spin up / spin down)   3.383 / 3.382 eV

The geometry in XYZ format:
```
130
Properties=species:S:1:pos:R:3:forces:R:3
Cs -0.7470 0.6981 1.0462 -0.04 -1.11 -0.01
Ge -2.7043 2.8795 3.0055 -0.09 0.12 0.06
S -3.8089 -4.0719 3.1471 0.00 0.01 -0.04
S -0.2468 -6.3597 2.2787 0.00 0.00 0.00
S -3.0579 -6.8957 2.8316 0.00 0.00 0.00
S -0.4804 -3.4437 2.4604 -0.03 0.01 0.01
P 3.3211 0.2805 0.5239 -0.10 -0.06 -0.21
Si -0.8507 -0.5056 -2.9425 -0.02 -0.11 -0.06
O -3.5158 1.8250 1.6784 -0.09 0.08 0.02
O -1.8252 1.3553 3.6701 -0.03 0.10 0.10
O -1.2687 -8.7873 2.4135 0.00 0.00 0.00
O 2.0407 0.7070 1.1323 0.41 0.19 0.19
O -1.2605 3.2875 1.8445 -0.07 0.26 0.05
O -0.2916 0.2457 -1.6778 0.09 0.00 -0.31
N 3.4736 -1.3512 0.5497 -0.04 -0.05 0.05
N 3.4867 0.8402 -1.0331 0.01 0.06 0.01
N 4.6887 0.8175 1.3222 -0.02 -0.07 -0.04
C 4.6721 -2.1717 0.4884 -0.01 0.00 -0.02
C -3.0219 -4.5034 -1.6878 -0.01 0.00 0.00
C 0.3732 1.3533 4.6435 -0.02 0.03 0.01
C -4.9642 0.3098 0.6010 0.01 0.01 -0.01
C -3.3230 0.7406 -2.9789 0.01 0.01 0.03
C -1.2151 4.0801 0.6801 -0.02 0.11 0.02
C 0.5350 -1.1180 -4.1330 0.05 0.02 0.04
C -1.9916 3.4741 -0.5036 -0.02 0.10 0.00
C -2.0520 -3.1349 -3.4148 0.01 0.03 -0.01
C 5.3313 1.7850 3.4124 0.01 -0.01 0.00
C -1.2470 -4.9230 2.5449 0.01 -0.01 0.02
C -1.7316 -2.1330 -2.4932 0.02 0.00 0.04
C 2.7761 -3.6134 0.3752 -0.01 0.01 0.01
C -1.6139 2.0602 5.9885 0.01 0.01 -0.01
C -2.0723 -2.3643 -1.1585 0.00 0.00 -0.01
C -4.7630 1.1840 1.8379 0.00 -0.02 0.00
C -5.8839 2.2274 1.9130 0.01 0.00 0.00
C 3.7608 0.7880 -3.3601 -0.02 -0.01 -0.01
C -1.3825 -0.3204 5.2680 -0.01 0.00 0.01
C 2.7143 -2.1044 -5.6455 0.00 -0.02 -0.01
C 4.7256 0.5292 2.7728 0.00 0.01 0.01
C 0.2636 4.1944 0.2962 0.00 0.07 0.03
C 3.7621 -0.1012 -2.1235 0.00 -0.01 0.01
C -1.5283 1.9384 -4.2014 0.00 0.01 0.00
C -1.1287 1.1338 4.8690 0.01 0.05 0.03
C 4.1703 -3.5188 1.0004 0.00 0.00 0.01
C 2.0137 -0.9849 -6.0698 -0.04 -0.02 -0.02
C -2.7085 -3.5304 -0.7501 0.00 0.00 -0.01
C -2.6081 -5.1806 2.8201 0.01 0.00 0.03
C 2.4973 1.8264 -1.5280 -0.04 0.01 -0.02
C 2.3375 -2.7322 -4.4648 0.00 -0.01 0.00
C 0.9475 -0.5023 -5.3175 0.00 0.00 -0.02
C -2.1223 0.5546 -3.9164 -0.01 -0.01 -0.01
C -2.6910 -4.3040 -3.0234 0.01 -0.01 0.00
C 1.2657 -2.2437 -3.7303 -0.04 -0.01 -0.03
C -4.7877 0.3027 3.0895 0.00 0.00 -0.01
C 5.1243 2.2001 1.0840 0.01 0.00 0.00
C 2.2501 -2.1765 0.4241 -0.02 -0.01 -0.03
C -1.4797 -7.5981 2.4928 -0.01 0.00 -0.02
C 6.0601 2.4661 2.2543 -0.01 0.00 0.00
C 2.6958 1.8539 -3.0547 0.01 0.00 0.02
C -2.6214 -0.0828 -5.2139 0.00 0.00 0.01
C -1.7798 5.4745 0.9733 0.00 0.00 0.00
H -5.7354 -0.2392 3.1593 0.00 0.00 0.00
H 3.0097 2.8382 -3.4057 -0.02 0.01 -0.01
H 6.2323 3.5302 2.4202 0.00 0.00 0.00
H -1.1180 1.8167 6.9326 0.00 0.00 0.00
H -4.6662 0.9088 3.9910 0.00 0.00 0.00
H 0.4336 0.3848 -5.6688 -0.02 -0.03 -0.02
H -3.0222 1.1829 -2.0267 0.00 0.00 -0.01
H 0.8153 4.6837 1.1032 0.01 -0.01 0.00
H -1.7782 -3.0100 -4.4589 0.00 0.00 0.00
H -2.8411 5.4056 1.2232 0.00 0.00 0.00
H 5.6003 2.2829 0.1082 0.01 0.00 0.00
H -4.1705 -0.4372 0.5351 0.00 0.00 0.01
H 0.7628 0.6628 3.8908 -0.04 0.02 0.00
H 4.8247 -4.3461 0.7220 0.00 0.00 0.00
H -3.9717 -0.4204 3.0611 0.00 0.00 0.00
H 2.1054 -4.2875 0.9060 0.00 0.00 -0.01
H 5.4719 -1.7343 1.0872 0.00 -0.02 0.01
H -0.7194 1.9033 -4.9367 -0.02 0.01 0.01
H -5.7477 2.8666 2.7880 0.00 0.00 0.00
H -3.3645 0.5684 -5.6958 0.00 0.00 0.00
H -1.8140 -1.6201 -0.4141 -0.01 -0.03 -0.04
H -2.9480 -3.6754 0.2966 0.00 -0.01 0.03
H 1.6740 -1.9148 -0.4684 0.00 0.03 0.01
H 3.7244 0.3290 3.1605 0.00 -0.02 0.00
H 1.4804 1.4967 -1.3029 0.02 0.03 -0.02
H -2.4481 -0.4747 5.4494 0.00 0.00 0.00
H 4.0916 -3.4893 2.0899 0.00 0.00 0.00
H -3.8135 -0.2114 -2.7607 0.00 0.00 0.00
H -2.9221 -5.0676 -3.7586 0.00 0.00 0.00
H -4.9301 0.9255 -0.3004 0.01 0.00 0.00
H -2.6927 1.9512 6.1199 0.00 0.00 0.00
H -3.5120 -5.4183 -1.3751 0.00 0.00 0.00
H 3.5336 0.2171 -4.2614 0.04 0.05 0.06
H -1.6679 6.1378 0.1106 0.00 0.00 0.00
H -1.4085 3.1050 5.7450 0.00 0.00 0.00
H 5.3419 -0.3559 2.9581 0.01 0.01 0.00
H 0.5501 2.3718 4.2891 0.00 -0.01 -0.01
H 5.0444 -2.2811 -0.5406 0.01 0.01 0.00
H 2.8550 -3.9551 -0.6601 0.01 0.01 -0.01
H -4.0659 1.4067 -3.4396 0.00 0.00 0.00
H 2.9750 -0.8595 -2.2089 0.04 0.03 0.02
H -5.9233 -0.2145 0.6364 0.00 0.00 0.00
H 4.7180 -0.6050 -1.9711 0.01 -0.01 0.00
H 2.3006 -0.4801 -6.9861 0.00 0.00 0.00
H -1.9578 4.1714 -1.3471 -0.02 -0.01 -0.01
H -6.8657 1.7493 1.9778 0.00 0.00 0.00
H 1.6052 -2.0159 1.2866 0.03 -0.02 0.01
H 2.8774 -3.6060 -4.1172 0.00 0.00 0.00
H 0.9319 1.1950 5.5718 0.02 0.01 -0.01
H -1.1257 2.3800 -3.2876 0.00 0.00 0.01
H -3.1056 -1.0429 -5.0193 0.00 0.00 0.00
H 0.7000 3.2057 0.1411 -0.05 0.05 0.02
H 0.9814 -2.7542 -2.8147 -0.01 -0.01 0.00
H 0.3889 4.7735 -0.6241 0.00 0.00 0.00
H -0.8278 -0.5893 6.1723 0.00 0.00 0.00
H 7.0241 1.9831 2.0729 0.00 0.00 0.00
H 1.7515 1.6096 -3.5426 0.01 -0.01 0.03
H -2.3014 2.6120 -4.5972 0.00 0.00 0.00
H 4.2819 2.9049 1.1145 0.00 0.00 -0.01
H 5.9835 1.5473 4.2532 -0.01 0.00 0.01
H 4.5337 2.4339 3.7792 0.00 0.00 -0.02
H 3.5474 -2.4832 -6.2265 0.00 0.00 0.00
H -5.8575 2.8579 1.0208 0.00 0.00 0.00
H -1.0845 -0.9944 4.4629 0.00 0.00 0.00
H -3.0309 3.3007 -0.2246 0.01 -0.02 0.01
H -1.8167 -0.2561 -5.9323 0.02 0.00 -0.01
H -1.2574 5.9094 1.8282 0.00 0.00 0.00
H 4.7441 1.2503 -3.4806 0.01 0.01 0.02
H 2.6766 2.7968 -1.0616 0.03 0.01 0.00
H -1.5725 2.5275 -0.8598 0.03 0.15 0.05
```
Positions in Å, forces in eV/Å.